C28H31AsIrN4OPS2 as an isolated structure in a non-equilibrium geometry, computed with the ωB97M-V functional and the def2-TZVPD basis.

Positions of all 69 atoms, in Å:
Ir 0.86 -1.51 0.56
N 4.10 1.35 1.06
C 3.41 0.23 0.84
S 2.25 -0.27 2.08
N 3.66 -0.49 -0.21
N 2.88 -1.56 -0.33
C 3.27 -2.59 -0.96
C 2.49 -3.79 -0.79
C 2.89 -5.02 -1.29
C 2.18 -6.16 -0.94
C 1.10 -6.03 -0.08
C 0.75 -4.77 0.37
N 1.41 -3.67 0.01
H 4.05 1.81 1.95
H 4.80 1.63 0.40
H 4.22 -2.61 -1.50
H 3.77 -5.08 -1.92
H 2.49 -7.13 -1.30
H 0.55 -6.90 0.25
H -0.05 -4.63 1.08
O 0.19 0.40 -0.30
P 0.04 1.90 -0.14
C -1.69 2.36 -0.40
C -2.53 1.48 -1.07
C -3.85 1.83 -1.31
C -4.32 3.07 -0.90
C -3.48 3.95 -0.22
C -2.17 3.60 0.04
C 0.38 2.55 1.51
C 1.37 3.50 1.75
C 1.51 4.05 3.02
C 0.66 3.65 4.04
C -0.32 2.70 3.81
C -0.47 2.16 2.55
C 1.10 2.76 -1.31
C 0.91 4.12 -1.58
C 1.75 4.77 -2.46
C 2.79 4.07 -3.07
C 2.98 2.73 -2.80
C 2.13 2.06 -1.93
H -2.14 0.52 -1.38
H -4.50 1.15 -1.84
H -5.34 3.35 -1.11
H -3.86 4.91 0.11
H -1.53 4.27 0.59
H 2.01 3.82 0.94
H 2.27 4.80 3.20
H 0.76 4.10 5.02
H -0.99 2.41 4.61
H -1.25 1.42 2.35
H 0.10 4.66 -1.10
H 1.59 5.81 -2.69
H 3.44 4.59 -3.76
H 3.80 2.19 -3.27
H 2.24 1.00 -1.74
C -3.38 -4.62 1.53
As -2.73 -3.27 0.32
C -2.27 -4.13 -1.36
C -4.24 -2.14 -0.10
S -1.32 -2.08 1.44
H -4.27 -5.08 1.11
H -3.63 -4.14 2.48
H -2.62 -5.38 1.71
H -3.14 -4.72 -1.65
H -1.41 -4.79 -1.25
H -2.07 -3.39 -2.12
H -5.08 -2.78 -0.40
H -3.98 -1.47 -0.92
H -4.51 -1.56 0.77

## Properties
calculated total energy: -132171.201 eV
total charge: +2
largest force on an atom: 3.0 eV/A
ΔE to the lowest compared entry with this formula, charge and spin: 38.9 kcal per mole
Kohn-Sham gap: 6.3 eV